1.
# C13H17Cl3N2O2

A 2-piece molecular cluster, C13H17Cl3N2O2 overall at a distorted geometry (ωB97M-V/def2-TZVPD, OMol25).

Each line ends with the Löwdin charge.
Element x y z (Å)
C1 1.121 -3.585 0.484  -0.06
N1 0.405 -3.721 -0.785  0.04
C2 -0.412 -2.858 -1.405  -0.46
O1 -0.802 -3.142 -2.532  0.05
C3 -0.869 -1.515 -0.785  -0.20
C4 0.058 -0.378 -1.248  -0.09
C5 -0.316 1.005 -0.738  -0.22
C6 -1.631 1.483 -0.900  -0.03
C7 -1.987 2.759 -0.428  -0.07
C8 -1.026 3.569 0.198  -0.08
C9 0.287 3.099 0.363  -0.09
C10 0.644 1.819 -0.103  -0.05
N2 -0.984 -1.458 0.678  0.10
C11 -1.834 -2.189 1.395  -0.57
C12 -1.848 -1.927 2.882  0.00
O2 -2.568 -3.038 0.911  0.06
H1 0.452 -3.817 1.314  0.08
H2 1.957 -4.285 0.508  0.09
H3 1.512 -2.573 0.597  0.08
H4 0.553 -4.573 -1.305  0.14
H5 -1.862 -1.332 -1.198  0.15
H6 0.048 -0.348 -2.338  0.14
H7 1.077 -0.613 -0.936  0.11
H8 -2.375 0.875 -1.394  0.11
H9 -2.998 3.120 -0.558  0.10
H10 -1.298 4.553 0.554  0.10
H11 1.014 3.722 0.862  0.06
H12 1.654 1.461 0.035  0.10
H13 -0.453 -0.750 1.158  0.14
H14 -2.639 -2.523 3.336  0.09
H15 -2.039 -0.871 3.063  0.08
H16 -0.887 -2.209 3.307  0.08
Cl1 3.753 4.016 0.745  0.51
C13 3.524 3.942 -1.031  -1.49
Cl2 2.794 5.473 -1.606  0.51
Cl3 5.113 3.700 -1.818  0.51
H17 2.861 3.110 -1.284  0.00

Properties
Total charge ... 0
LUMO level ... 0.36 eV
Kohn-Sham gap ... 0.364 Ha
F_max ... 1.85 eV Å⁻¹
Energy relative to the best compared isomer or geometry (same formula, charge and spin) ... 8.2 kcal per mole
SMILES ... CNC(=O)[C@H](Cc1ccccc1)NC(C)=O.ClC(Cl)Cl

2.
# C13H17Cl4N2O6PS2Sc

C13H17Cl4N2O6PS2Sc as an isolated structure (ωB97M-V/def2-TZVPD, OMol25).

Each line ends with the Löwdin charge.
Element x y z (Å)
Sc1 0.601 -0.738 0.849  0.88
Cl1 -2.929 -6.604 0.690  0.63
C1 -2.438 -4.961 0.456  -0.72
C2 -3.234 -4.088 -0.264  -0.71
Cl2 -4.735 -4.625 -0.938  0.63
C3 -2.822 -2.760 -0.451  -0.60
Cl3 -3.793 -1.640 -1.346  0.69
C4 -1.626 -2.310 0.078  -0.36
O1 -1.157 -1.080 -0.059  -0.17
C5 -0.815 -3.203 0.829  -0.37
O2 0.303 -2.694 1.321  -0.20
C6 -1.226 -4.514 1.001  -0.61
Cl4 -0.203 -5.576 1.908  0.67
N1 2.334 -1.133 2.456  -0.02
N2 2.036 -0.414 3.627  0.00
C7 0.739 0.144 3.716  -0.70
O3 0.351 0.532 4.799  0.05
O4 0.123 0.220 2.579  -0.12
H1 2.212 -2.138 2.563  0.10
H2 3.268 -0.922 2.127  0.09
H3 2.372 -0.800 4.496  0.13
C8 -0.577 2.821 0.647  -0.03
C9 0.867 2.618 0.242  -0.46
C10 1.850 2.831 1.375  -0.04
O5 0.989 1.243 -0.259  -0.43
P1 2.001 0.809 -1.515  -0.17
S1 3.314 2.186 -1.885  0.27
S2 2.562 -1.013 -0.890  0.34
O6 1.009 0.488 -2.711  -0.32
C11 -0.028 1.234 -3.390  -0.42
C12 0.092 2.741 -3.267  -0.06
C13 -1.364 0.707 -2.906  -0.05
H4 -0.717 3.853 0.972  0.09
H5 -0.841 2.161 1.474  0.08
H6 -1.249 2.627 -0.190  0.07
H7 1.139 3.270 -0.587  0.09
H8 1.607 2.193 2.223  0.07
H9 1.797 3.871 1.703  0.09
H10 2.864 2.628 1.034  0.06
H11 0.114 0.961 -4.438  0.14
H12 -0.131 3.073 -2.252  0.06
H13 -0.643 3.198 -3.932  0.08
H14 1.085 3.089 -3.541  0.05
H15 -1.498 0.904 -1.842  0.06
H16 -1.426 -0.371 -3.042  0.08
H17 -2.178 1.180 -3.461  0.09

Properties
Total charge ... -1
LUMO level ... 2.41 eV
Kohn-Sham gap ... 0.275 Ha
F_max ... 0.15 eV Å⁻¹

3.
# C13H17Cl5IrN3O4S

C13H17Cl5IrN3O4S as an isolated structure (ωB97M-V/def2-TZVPD, OMol25).

Each line ends with the Löwdin spin population.
Element x y z (Å)
Ir1 0.334 -0.719 0.713  0.47
Cl1 0.414 -7.521 2.551  0.01
C1 0.702 -5.990 1.897  0.02
C2 -0.314 -5.015 1.965  0.00
Cl2 -1.825 -5.330 2.675  0.00
C3 -0.036 -3.780 1.429  0.01
Cl3 -1.226 -2.499 1.431  0.02
C4 1.190 -3.463 0.856  0.01
O1 1.396 -2.218 0.393  0.06
C5 2.187 -4.435 0.764  0.01
Cl4 3.666 -4.045 0.013  0.00
C6 1.941 -5.701 1.295  0.00
Cl5 3.146 -6.892 1.215  0.00
O2 -0.159 1.075 -1.873  0.03
C7 -0.975 1.277 -0.989  0.00
O3 -1.052 0.647 0.146  0.04
C8 -2.040 2.356 -1.143  0.00
N1 -2.036 2.851 -2.573  0.00
C9 -1.903 4.372 -2.558  0.00
C10 -2.326 4.751 -1.151  0.00
C11 -1.781 3.611 -0.291  0.00
H1 -3.018 1.926 -0.930  0.00
H2 -2.888 2.570 -3.059  0.00
H3 -1.248 2.409 -3.059  0.00
H4 -2.519 4.785 -3.352  0.00
H5 -0.858 4.601 -2.759  0.00
H6 -3.414 4.804 -1.077  0.00
H7 -1.926 5.721 -0.864  0.00
H8 -2.282 3.538 0.671  0.00
H9 -0.709 3.738 -0.118  0.00
N2 2.376 -0.240 -2.131  0.01
C12 3.000 -0.048 -0.999  0.03
N3 4.282 -0.253 -0.816  0.01
S1 2.103 0.597 0.404  0.27
H10 2.861 -0.567 -2.957  0.00
H11 1.412 0.080 -2.219  0.00
H12 4.895 -0.527 -1.575  0.00
H13 4.711 -0.111 0.088  0.00
C13 -1.405 0.559 3.077  0.00
O4 -0.058 0.222 2.577  -0.01
H14 -1.862 1.308 2.440  0.00
H15 -1.274 0.915 4.095  0.00
H16 -1.981 -0.360 3.080  0.00
H17 0.499 1.002 2.721  0.00

Properties
Total charge ... +3
LUMO level (spin up / spin down) ... -11.53 / -12.60 eV
Kohn-Sham gap (spin up / spin down) ... 0.195 / 0.152 Ha
Spin multiplicity ... 2
⟨S²⟩ ... 0.7661
F_max ... 0.48 eV Å⁻¹
Energy relative to the best compared isomer or geometry (same formula, charge and spin) ... 8.1 kcal per mole

4.
# C13H17ClN2O4Ti

C13H17ClN2O4Ti as an isolated structure at a distorted geometry (ωB97M-V/def2-TZVPD, OMol25).

Each line ends with the Löwdin charge.
Element x y z (Å)
C1 -0.654 1.568 2.390  -0.02
C2 1.264 2.120 1.432  0.00
H1 -1.472 1.771 1.673  0.08
H2 -0.362 2.561 2.866  0.12
H3 -0.639 0.783 3.245  0.16
H4 1.695 1.704 0.398  0.13
H5 0.782 3.104 1.262  0.11
H6 1.891 2.073 2.311  0.08
C3 -2.677 0.290 0.326  -0.08
C4 -3.745 0.155 -0.548  0.02
C5 -3.499 0.018 -1.918  0.04
C6 -2.176 0.004 -2.353  0.05
H7 -2.827 0.343 1.405  0.13
H8 -4.758 0.161 -0.142  0.14
H9 -4.322 -0.075 -2.624  0.14
H10 -1.938 -0.128 -3.406  0.13
N1 -1.391 0.398 -0.115  -0.01
C7 -1.124 0.174 -1.447  -0.16
C8 0.280 0.006 -1.806  -0.17
N2 1.193 0.207 -0.805  -0.03
C9 2.509 -0.038 -1.029  -0.06
C10 2.048 -0.693 -3.303  0.04
C11 2.959 -0.501 -2.259  0.02
H11 3.190 0.129 -0.192  0.13
H12 4.023 -0.710 -2.386  0.14
C12 0.699 -0.435 -3.063  0.05
H13 -0.051 -0.582 -3.841  0.13
H14 2.379 -1.037 -4.280  0.14
Ti1 0.299 0.433 1.168  0.94
C13 2.059 -0.385 2.200  -0.13
H15 2.941 0.275 2.350  0.04
H16 2.388 -1.283 1.638  0.04
H17 1.736 -0.768 3.187  0.05
O1 -0.066 -3.323 2.450  -0.16
Cl1 -0.547 -2.434 1.536  0.82
O2 -1.877 -2.695 1.060  -0.23
O3 -0.600 -0.989 2.243  -0.48
O4 0.389 -2.200 0.378  -0.32

Properties
Total charge ... +2
LUMO level ... -10.94 eV
Kohn-Sham gap ... 0.199 Ha
F_max ... 10.37 eV Å⁻¹
Energy relative to the best compared isomer or geometry (same formula, charge and spin) ... 121.8 kcal per mole

5.
# C13H17FO2

A 2-piece molecular cluster, C13H17FO2 overall at a distorted geometry (ωB97M-V/def2-TZVPD, OMol25).

Each line ends with the Löwdin charge.
Element x y z (Å)
C1 4.313 0.374 -2.001  -0.14
C2 3.840 1.865 -2.490  -0.20
C3 2.407 2.377 -1.879  -0.20
F1 2.607 3.140 -0.590  -0.11
C4 1.243 1.226 -1.779  -0.22
C5 0.680 0.541 -3.171  -0.11
O1 -0.501 -0.235 -2.673  -0.10
C6 -0.943 0.141 -1.304  -0.21
O2 -1.757 -0.514 -0.461  -0.02
C7 -0.214 1.624 -1.114  -0.04
H1 5.123 0.006 -2.797  0.08
H2 3.463 -0.445 -2.025  0.07
H3 4.901 0.376 -0.961  0.10
H4 4.664 2.629 -2.091  0.13
H5 3.914 1.935 -3.675  0.12
H6 1.997 3.197 -2.644  0.16
H7 1.565 0.293 -1.140  0.15
H8 0.147 1.381 -3.814  0.14
H9 1.458 -0.054 -3.840  0.15
H10 -0.827 2.272 -1.874  0.14
H11 -0.203 2.003 0.018  0.15
C8 -3.427 -3.379 3.514  -0.10
C9 -2.941 -2.755 2.366  -0.09
C10 -2.666 -1.388 2.378  -0.09
C11 -2.881 -0.644 3.538  -0.09
C12 -3.376 -1.267 4.684  -0.11
C13 -3.647 -2.634 4.673  -0.11
H12 -3.635 -4.446 3.506  0.10
H13 -2.776 -3.334 1.460  0.10
H14 -2.284 -0.902 1.484  0.06
H15 -2.665 0.421 3.549  0.10
H16 -3.549 -0.686 5.586  0.10
H17 -4.030 -3.120 5.566  0.10

Properties
Total charge ... 0
LUMO level ... 0.53 eV
Kohn-Sham gap ... 0.347 Ha
F_max ... 9.43 eV Å⁻¹
Energy relative to the best compared isomer or geometry (same formula, charge and spin) ... 87.7 kcal per mole
SMILES ... CC[C@H](F)[C@@H]1COC(=O)C1.c1ccccc1

6.
# C13H17GaO5Si

C13H17GaO5Si as an isolated structure at a distorted geometry (ωB97M-V/def2-TZVPD, OMol25).

Each line ends with the Löwdin charge.
Element x y z (Å)
Ga1 0.279 -0.149 -0.103  0.59
O1 -2.711 -1.803 -1.914  0.13
C1 -2.099 -1.103 -1.156  -0.53
O2 -0.897 -1.400 -0.708  0.00
C2 -2.750 0.159 -0.551  -0.08
C3 -2.517 0.154 0.972  -0.24
C4 -3.505 1.104 1.657  -0.08
C5 -2.913 2.476 1.277  -0.08
C6 -1.697 2.055 0.446  -0.24
O3 -1.270 0.852 1.100  -0.08
C7 -2.153 1.544 -0.935  -0.08
C8 -0.946 1.571 -1.896  -0.53
O4 -1.043 2.065 -2.985  0.13
O5 0.189 1.119 -1.406  0.00
H1 -3.811 0.115 -0.808  0.16
H2 -2.446 -0.840 1.415  0.17
H3 -3.498 0.951 2.736  0.12
H4 -4.520 0.951 1.296  0.12
H5 -2.600 3.033 2.160  0.12
H6 -3.593 3.099 0.701  0.12
H7 -0.884 2.781 0.413  0.17
H8 -2.920 2.181 -1.380  0.16
C9 5.452 -2.247 1.170  -0.18
Si1 4.448 -1.243 2.435  0.51
C10 3.935 -2.265 3.958  -0.18
C11 5.268 0.414 2.888  -0.18
C12 2.860 -0.807 1.539  -0.17
C13 1.859 -0.549 0.912  -0.08
H9 6.412 -2.568 1.562  0.02
H10 5.636 -1.656 0.278  0.03
H11 4.902 -3.133 0.866  0.03
H12 4.791 -2.587 4.544  0.02
H13 3.390 -3.153 3.652  0.03
H14 3.285 -1.688 4.609  0.03
H15 6.216 0.278 3.400  0.02
H16 4.622 1.000 3.536  0.03
H17 5.456 1.000 1.993  0.03

Properties
Total charge ... 0
LUMO level ... 0.33 eV
Kohn-Sham gap ... 0.376 Ha
F_max ... 1.29 eV Å⁻¹